(1)
A gas-phase ion, C4H13N2O (charge +1) in a non-equilibrium geometry, computed with wB97M-V/def2-TZVPD.

CARTESIAN COORDINATES (ANGSTROEM)
N 1.860 -1.585 -0.814
C 0.548 -1.181 -0.231
C 0.482 0.354 -0.220
N 0.693 0.757 -1.652
C -0.855 0.884 0.211
C -1.149 0.701 1.715
O -2.447 0.146 1.840
H 2.434 -2.055 -0.137
H 1.666 -2.248 -1.540
H 0.179 -1.668 0.668
H -0.153 -1.525 -0.998
H 1.334 0.705 0.353
H 1.464 0.280 -2.127
H 0.804 1.772 -1.664
H -0.145 0.670 -2.215
H -1.727 0.481 -0.313
H -0.957 1.959 0.012
H -1.213 1.664 2.224
H -0.319 0.168 2.189
H -2.499 -0.280 2.699

Output
E_LUMO, eV: -3.319
Energy relative to the best compared isomer or geometry (same formula, charge and spin), kJ/mol: 187.5
Largest force on an atom, eV/Å: 1.82
Highest occupied orbital energy, hartree: -0.5099
Charge: +1
HOMO-LUMO gap, Ha: 0.3879
SMILES: NC[C@@H]([NH3+])CCO

(2)
A molecular structure, C30H35N7O5PdS2, computed with wB97M-V/def2-TZVPD.

CARTESIAN COORDINATES (ANGSTROEM)
Pd 0.771 1.857 0.249
C 3.641 -4.862 -0.670
C 3.711 -3.358 -0.746
C 2.774 -2.633 -1.476
C 2.831 -1.247 -1.541
C 3.840 -0.564 -0.875
C 4.794 -1.274 -0.154
C 4.722 -2.660 -0.090
S 3.797 1.224 -0.832
O 3.106 1.613 -2.052
O 5.193 1.631 -0.746
N 2.927 1.584 0.398
C 3.489 1.274 1.714
C 2.499 1.399 2.891
O 3.040 1.321 4.013
O 1.272 1.524 2.637
H 2.698 -5.230 -1.079
H 3.718 -5.211 0.362
H 4.453 -5.330 -1.233
H 1.967 -3.156 -1.982
H 2.073 -0.683 -2.068
H 5.587 -0.734 0.347
H 5.460 -3.208 0.488
H 4.351 1.900 1.946
H 3.839 0.234 1.771
N 2.706 4.498 -1.602
C 2.022 5.129 -0.587
C 2.516 6.299 0.016
C 1.771 6.895 1.009
C 0.554 6.335 1.390
C 0.154 5.181 0.737
N 0.856 4.599 -0.229
H 3.709 4.588 -1.553
H 2.444 3.526 -1.740
H 3.471 6.705 -0.294
H 2.141 7.789 1.498
H -0.048 6.757 2.183
H -0.761 4.661 1.004
S -4.386 -0.968 -1.091
C -3.134 0.149 -0.592
C -2.605 1.107 -1.477
C -1.700 2.035 -1.020
N -1.260 2.093 0.282
C -1.771 1.134 1.129
C -2.678 0.186 0.751
C -5.853 -0.100 -0.544
C -6.669 -0.618 0.454
C -7.781 0.109 0.862
N -8.123 1.293 0.361
C -7.322 1.789 -0.586
C -6.196 1.142 -1.069
H -2.906 1.121 -2.519
H -1.298 2.794 -1.680
H -1.382 1.167 2.140
H -3.038 -0.533 1.478
H -6.436 -1.572 0.909
H -8.428 -0.285 1.641
H -7.599 2.759 -0.986
H -5.581 1.599 -1.834
C 1.036 -1.467 1.399
N 0.130 -2.412 0.772
C 0.011 -3.711 1.387
C -1.321 -4.337 1.030
C -1.437 -4.412 -0.477
N -1.126 -3.136 -1.076
C -1.601 -2.922 -2.419
C -0.339 -2.146 -0.485
O -0.091 -1.111 -1.077
H 0.824 -1.408 2.468
H 0.881 -0.472 1.004
H 2.084 -1.759 1.257
H 0.095 -3.575 2.467
H 0.837 -4.377 1.086
H -2.124 -3.712 1.429
H -1.409 -5.334 1.466
H -2.453 -4.695 -0.773
H -0.766 -5.198 -0.861
H -2.694 -2.969 -2.456
H -1.201 -3.683 -3.103
H -1.275 -1.939 -2.747

Output
E_LUMO (alpha / beta), eV: 3.910 / 3.910
Energy relative to the best compared isomer or geometry (same formula, charge and spin), kJ/mol: 134.6
Largest force on an atom, eV/Å: 0.99
Highest occupied orbital energy (alpha / beta), hartree: 0.0074 / 0.0074
Charge: -2
HOMO-LUMO gap (alpha / beta), Ha: 0.1363 / 0.1363

(3)
C3HF6NO3S in the gas phase in a non-equilibrium geometry, computed with wB97M-V/def2-TZVPD.

CARTESIAN COORDINATES (ANGSTROEM)
C -0.088 -1.306 -0.263
C 1.128 -0.880 0.563
C -0.606 -0.065 -1.168
N 0.486 1.153 1.183
O 1.153 1.936 -1.247
O -1.073 2.471 -0.334
O -0.690 0.983 1.754
F 0.091 -2.443 -1.110
F -1.158 -1.570 0.479
F 1.337 -1.703 1.590
F 2.290 -0.802 -0.149
F -0.388 -0.109 -2.493
F -1.922 -0.097 -1.049
S 0.041 1.596 -0.444
H -0.599 0.836 2.689

Output
E_LUMO (alpha / beta), eV: -1.735 / -1.656
Energy relative to the best compared isomer or geometry (same formula, charge and spin), kJ/mol: 173.4
Largest force on an atom, eV/Å: 3.73
Highest occupied orbital energy (alpha / beta), hartree: -0.3894 / -0.3943
HOMO-LUMO gap (alpha / beta), Ha: 0.3257 / 0.3334

(4)
A gas-phase ion, C4H6N3 (charge +1) in a non-equilibrium geometry, computed with wB97M-V/def2-TZVPD.

CARTESIAN COORDINATES (ANGSTROEM)
C -2.448 -0.715 0.004
C -2.563 0.800 -0.024
C -0.331 0.718 0.117
C 1.581 -0.597 -0.001
N -1.367 -1.264 0.092
N -1.461 1.429 0.081
N 0.853 0.693 -0.096
H -3.344 -1.281 -0.261
H -3.624 1.149 -0.334
H 2.010 -0.559 0.978
H 0.914 -1.428 0.082
H 2.310 -0.481 -0.724
H 1.631 1.358 -0.222

Output
E_LUMO (alpha / beta), eV: -6.134 / -6.134
Energy relative to the best compared isomer or geometry (same formula, charge and spin), kJ/mol: 466.1
Largest force on an atom, eV/Å: 7.50
Highest occupied orbital energy (alpha / beta), hartree: -0.5247 / -0.5247
Charge: +1
HOMO-LUMO gap (alpha / beta), Ha: 0.2993 / 0.2993

Question: What is the energy relative to the best compared isomer or geometry (same formula, charge and spin) in the second record?
Answer: 134.6 kJ/mol

Question: Look up the largest force on an atom of the first one.
Answer: 1.82 eV/Å